# C17H26Cl3N3ORuSSi3

A structure of composition C17H26Cl3N3ORuSSi3 in a non-equilibrium geometry (ωB97M-V with the def2-TZVPD basis set, the OMol25 dataset).

Calculated values
energy above the lowest of the compared OMol25 structures with the same formula, charge and spin = 17.8 kJ/mol
<S²> = 0.77

Geometry as ORCA input:
```
! RIJCOSX wB97M-V def2-TZVPD def2/J DEFGRID3
* xyz -1 2
Ru -0.678 -0.118 0.223
O -2.091 1.351 0.586
N -2.981 1.121 1.543
C -3.455 2.188 2.218
C -4.422 2.039 3.174
C -4.904 0.752 3.437
C -4.397 -0.317 2.745
C -3.396 -0.147 1.770
S -2.655 -1.398 0.879
H -2.998 3.124 1.937
H -4.777 2.908 3.707
H -5.661 0.597 4.196
H -4.725 -1.328 2.940
C 0.071 -4.285 -1.840
Si 0.473 -3.287 -0.299
C 2.144 -3.752 0.405
C -0.755 -3.874 0.957
N 0.430 -1.545 -0.655
C 1.354 -1.037 -1.525
C 2.280 -1.802 -2.293
C 3.197 -1.217 -3.123
C 3.244 0.187 -3.232
C 2.373 0.952 -2.506
C 1.403 0.378 -1.635
N 0.522 1.074 -0.863
Si 0.658 2.843 -0.766
C 0.329 3.620 -2.445
C -0.556 3.674 0.364
C 2.340 3.343 -0.118
H -0.073 -5.334 -1.562
H 0.830 -4.245 -2.620
H -0.866 -3.922 -2.272
H 2.123 -4.796 0.736
H 2.345 -3.125 1.278
H 2.979 -3.629 -0.285
H -0.497 -4.913 1.191
H -1.782 -3.861 0.590
H -0.717 -3.294 1.877
H 2.269 -2.876 -2.211
H 3.890 -1.832 -3.685
H 3.973 0.661 -3.880
H 2.433 2.026 -2.590
H -0.627 3.259 -2.836
H 1.090 3.410 -3.196
H 0.257 4.706 -2.333
H -1.581 3.578 0.010
H -0.283 4.735 0.393
H -0.507 3.271 1.375
H 3.170 3.078 -0.773
H 2.513 2.854 0.843
H 2.360 4.426 0.041
Cl 0.465 1.599 3.233
Si 0.654 -0.080 1.979
Cl 0.498 -1.637 3.373
Cl 2.717 -0.103 1.547
*
```


# C17H26F4O12P

A cluster of 5 separate species, C17H26F4O12P in total (ωB97M-V with the def2-TZVPD basis set, the OMol25 dataset).

Calculated values
energy above the lowest of the compared OMol25 structures with the same formula, charge and spin = 0.0 kJ/mol

Geometry as ORCA input:
```
! RIJCOSX wB97M-V def2-TZVPD def2/J DEFGRID3
* xyz 1 1
C 4.696 -0.437 4.864
C 3.753 -0.750 3.684
C 3.139 0.534 3.111
C 4.372 -1.664 2.609
C 5.011 -0.969 1.397
P 6.339 0.173 1.805
H 5.165 0.549 4.775
H 4.135 -0.415 5.800
H 5.480 -1.190 4.983
H 2.925 -1.339 4.084
H 3.783 1.047 2.387
H 2.178 0.333 2.641
H 2.962 1.244 3.922
H 5.099 -2.339 3.071
H 3.587 -2.292 2.184
H 4.268 -0.399 0.833
H 5.451 -1.705 0.718
H 6.213 1.393 1.150
H 6.445 0.438 3.165
H 7.579 -0.324 1.414
C 0.561 -1.161 -1.732
C 1.786 -0.330 -1.399
O 1.832 -0.410 0.027
C 1.196 -1.556 0.402
O 1.264 -2.019 1.498
O 0.530 -2.082 -0.623
F 1.674 0.964 -1.754
H -0.335 -0.543 -1.727
H 0.632 -1.716 -2.662
H 2.726 -0.717 -1.801
C -1.585 -4.421 0.499
C -3.041 -4.247 0.892
O -3.494 -3.279 -0.037
C -2.689 -3.308 -1.129
O -2.904 -2.738 -2.145
O -1.612 -4.091 -0.892
F -3.185 -3.761 2.145
H -0.962 -3.701 1.033
H -1.201 -5.427 0.634
H -3.654 -5.144 0.794
C -3.714 0.446 -4.747
C -4.736 1.200 -3.915
O -4.188 1.081 -2.604
C -2.857 0.914 -2.715
O -2.088 1.010 -1.809
O -2.513 0.635 -3.984
F -5.954 0.617 -3.933
H -3.959 -0.616 -4.782
H -3.578 0.844 -5.748
H -4.835 2.257 -4.159
C -4.536 4.372 -0.494
C -3.923 5.739 -0.738
O -3.430 5.624 -2.062
C -4.122 4.646 -2.697
O -4.076 4.424 -3.862
O -4.881 3.961 -1.819
F -2.892 6.001 0.098
H -3.789 3.687 -0.089
H -5.421 4.382 0.134
H -4.625 6.572 -0.695
*
```


# C17H26FN4Pd

A structure of composition C17H26FN4Pd (ωB97M-V with the def2-TZVPD basis set, the OMol25 dataset).

Calculated values
energy above the lowest of the compared OMol25 structures with the same formula, charge and spin = 13.7 kJ/mol

Geometry as ORCA input:
```
! RIJCOSX wB97M-V def2-TZVPD def2/J DEFGRID3
* xyz 1 1
Pd -0.375 0.001 -0.304
N 0.952 -1.429 -1.627
C 2.240 -0.736 -1.759
C 2.727 -0.320 -0.380
N 1.760 0.505 0.353
C 1.928 1.958 0.233
C 1.138 2.553 -0.920
N -0.285 2.202 -0.767
H 1.081 -2.333 -1.183
H 0.535 -1.615 -2.532
H 2.092 0.132 -2.400
H 3.005 -1.361 -2.229
H 3.692 0.189 -0.475
H 2.904 -1.225 0.208
H 1.731 0.239 1.330
H 2.983 2.232 0.127
H 1.574 2.408 1.163
H 1.480 2.158 -1.876
H 1.292 3.635 -0.939
H -0.815 2.431 -1.600
H -0.701 2.737 -0.012
F -3.338 -2.743 3.679
C -3.091 -2.180 2.485
C -2.493 -2.944 1.502
C -2.231 -2.351 0.278
C -2.566 -1.007 0.034
C -2.112 -0.343 -1.181
C -3.189 -0.279 1.065
C -3.456 -0.861 2.288
H -2.251 -3.978 1.700
H -1.795 -2.939 -0.521
H -2.635 0.577 -1.434
H -1.970 -0.993 -2.042
H -3.484 0.747 0.881
H -3.942 -0.316 3.086
C -0.984 -2.027 6.517
C -0.608 -1.521 5.158
C -0.008 -2.338 4.209
C 0.291 -1.824 2.958
N 0.039 -0.567 2.593
C -0.528 0.219 3.511
C -0.863 -0.204 4.783
H -0.674 -3.061 6.658
H -2.065 -1.974 6.656
H -0.523 -1.420 7.297
H 0.218 -3.372 4.434
H 0.747 -2.460 2.205
H -0.736 1.239 3.205
H -1.325 0.489 5.475
*
```


# C17H26FNOS

The molecule C17H26FNOS (ωB97M-V with the def2-TZVPD basis set, the OMol25 dataset).

Calculated values
energy above the lowest of the compared OMol25 structures with the same formula, charge and spin = 5.3 kJ/mol
SMILES string = CSCCCN1CCC[C@@](CO)(Cc2ccc(F)cc2)C1

Geometry as ORCA input:
```
! RIJCOSX wB97M-V def2-TZVPD def2/J DEFGRID3
* xyz 0 1
C 5.819 -0.159 -1.398
S 6.063 1.238 -0.265
C 5.097 0.685 1.180
C 3.590 0.616 0.928
C 3.090 -0.828 0.821
N 1.774 -0.908 0.207
C 1.463 -2.247 -0.269
C 0.186 -2.224 -1.103
C -0.975 -1.656 -0.292
C -0.623 -0.302 0.338
C -0.514 0.824 -0.710
O 0.513 0.675 -1.650
C -1.699 0.095 1.379
C -3.079 0.248 0.805
C -3.944 -0.838 0.740
C -5.213 -0.712 0.203
C -5.614 0.525 -0.267
F -6.851 0.659 -0.792
C -4.785 1.629 -0.203
C -3.521 1.481 0.337
C 0.714 -0.440 1.087
H 6.442 0.038 -2.264
H 4.778 -0.216 -1.700
H 6.140 -1.078 -0.915
H 5.496 -0.278 1.499
H 5.335 1.426 1.942
H 3.349 1.144 0.003
H 3.072 1.128 1.740
H 3.774 -1.394 0.183
H 3.103 -1.298 1.820
H 2.295 -2.599 -0.884
H 1.343 -2.948 0.578
H 0.346 -1.613 -1.990
H -0.051 -3.240 -1.424
H -1.854 -1.549 -0.928
H -1.219 -2.357 0.511
H -0.379 1.776 -0.169
H -1.446 0.888 -1.280
H 1.279 0.304 -1.175
H -1.720 -0.672 2.157
H -1.396 1.036 1.844
H -3.629 -1.798 1.120
H -5.887 -1.552 0.149
H -5.132 2.583 -0.568
H -2.871 2.341 0.400
H 0.997 0.536 1.487
H 0.584 -1.130 1.941
*
```


# C17H26N2O2S

The molecule C17H26N2O2S (ωB97M-V with the def2-TZVPD basis set, the OMol25 dataset).

Calculated values
energy above the lowest of the compared OMol25 structures with the same formula, charge and spin = 120.2 kJ/mol
SMILES string = Cc1ccc(CSCC(=O)NCCCN2CCOCC2)cc1

Geometry as ORCA input:
```
! RIJCOSX wB97M-V def2-TZVPD def2/J DEFGRID3
* xyz 0 1
C 0.990 1.423 -2.920
C -0.070 1.857 -1.954
C 0.158 2.936 -1.103
C -0.817 3.362 -0.225
C -2.054 2.727 -0.180
C -3.114 3.217 0.748
S -2.860 2.673 2.482
C -3.248 0.904 2.332
C -2.092 0.041 1.841
O -2.262 -0.854 1.040
N -0.920 0.315 2.440
C 0.290 -0.413 2.144
C 1.173 0.311 1.126
C 2.305 -0.597 0.645
N 1.821 -1.891 0.207
C 1.032 -1.833 -1.013
C 0.479 -3.224 -1.317
O 1.511 -4.175 -1.455
C 2.290 -4.221 -0.286
C 2.894 -2.853 0.036
C -2.278 1.639 -1.012
C -1.296 1.211 -1.888
H 0.706 0.502 -3.422
H 1.148 2.194 -3.674
H 1.937 1.267 -2.404
H 1.111 3.445 -1.135
H -0.628 4.200 0.431
H -4.105 2.870 0.455
H -3.112 4.305 0.813
H -3.522 0.578 3.338
H -4.109 0.783 1.676
H -0.852 1.158 2.992
H 0.839 -0.582 3.074
H -0.009 -1.375 1.724
H 0.552 0.619 0.286
H 1.604 1.212 1.568
H 2.991 -0.777 1.479
H 2.872 -0.079 -0.150
H 0.195 -1.150 -0.874
H 1.645 -1.489 -1.866
H -0.066 -3.224 -2.262
H -0.200 -3.521 -0.504
H 3.076 -4.957 -0.466
H 1.671 -4.544 0.564
H 3.466 -2.919 0.965
H 3.579 -2.559 -0.780
H -3.226 1.122 -0.985
H -1.492 0.364 -2.530
*
```


# C17H26N4O10S2

A cluster of 6 separate species, C17H26N4O10S2 in total in a non-equilibrium geometry (ωB97M-V with the def2-TZVPD basis set, the OMol25 dataset).

Calculated values
SMILES string = C[N+](=O)[O-].O=S1(=O)OCCO1.O=S1(=O)OCCO1.c1cc[nH]c1.c1cc[nH]c1.c1cc[nH]c1

Geometry as ORCA input:
```
! RIJCOSX wB97M-V def2-TZVPD def2/J DEFGRID3
* xyz 0 1
C 1.968 5.802 -5.821
N 2.744 6.230 -4.637
O 2.847 5.440 -3.668
O 3.208 7.397 -4.551
H 2.120 6.481 -6.660
H 0.934 5.627 -5.522
H 2.392 4.804 -5.931
O 1.464 0.849 -3.588
S 0.333 0.585 -2.681
O -0.384 1.722 -2.123
O -0.767 -0.565 -3.178
C -1.206 -1.337 -2.078
C -0.223 -1.095 -0.851
O 0.818 -0.412 -1.432
H -2.219 -1.039 -1.805
H -1.142 -2.367 -2.429
H 0.261 -2.015 -0.523
H -0.700 -0.488 -0.082
O -2.935 -4.807 0.445
S -4.243 -4.517 1.049
O -4.628 -5.147 2.308
O -4.533 -2.861 1.219
C -5.817 -2.406 0.764
C -6.517 -3.642 0.320
O -5.493 -4.631 -0.085
H -6.279 -1.769 1.518
H -5.729 -1.779 -0.123
H -7.276 -3.463 -0.442
H -7.013 -4.045 1.203
C 0.491 -3.971 4.863
C 0.226 -2.762 4.159
C 1.242 -1.888 4.428
N 2.136 -2.543 5.241
C 1.675 -3.825 5.565
H 0.018 -4.933 4.726
H -0.640 -2.598 3.536
H 1.430 -0.861 4.154
H 2.951 -2.129 5.668
H 2.289 -4.507 6.133
C -4.184 1.470 3.391
C -4.891 2.337 2.584
C -3.901 2.883 1.771
N -2.666 2.420 2.148
C -2.838 1.608 3.246
H -4.533 0.806 4.168
H -5.962 2.372 2.713
H -4.045 3.598 0.974
H -1.761 2.618 1.747
H -2.055 1.114 3.801
C 8.449 1.272 -2.892
C 7.975 0.660 -1.705
C 6.579 0.868 -1.695
N 6.253 1.601 -2.846
C 7.413 1.916 -3.558
H 9.435 1.053 -3.273
H 8.463 0.089 -0.928
H 5.789 0.448 -1.090
H 5.328 1.823 -3.188
H 7.347 2.511 -4.457
*
```


Number 1: E -3645.400740 a.u.. Number 2: E -2306.865459 a.u.. Number 3: E -1109.957764 a.u.. Number 4: E -1291.425523 a.u.. Number 5: E -1321.578176 a.u.. Number 6: E -2430.906061 a.u..